# 1
118
Properties=species:S:1:pos:R:3:forces:R:3:mulliken_spin:R:1 method="wB97M-V/def2-TZVPD" molar_mass_g_mol=1015.7 s_squared=0.7569 spin_multiplicity=2 total_charge=-2 e_homo_ev="-2.142 / -2.804"
Cu -9.21150 -1.01857 21.69695 0.2 0.0 -0.3 0.266
C -12.19060 1.37346 22.88387 0.9 0.7 -1.9 0.044
Si -10.50002 0.42347 23.04873 -0.3 0.4 1.1 0.216
C -9.33697 1.52370 24.20853 -0.1 0.2 -0.4 0.074
C -11.18994 -0.82739 24.33134 1.2 1.7 -0.7 -0.056
C -11.37460 -0.34426 25.60992 -0.5 -0.5 0.9 0.012
C -11.64835 -1.30238 26.59589 -0.3 1.7 1.2 0.003
C -11.77056 -2.62827 26.33126 0.8 -1.2 -1.5 -0.003
C -11.49032 -3.06621 25.02853 -1.1 -0.9 0.3 0.005
C -11.22798 -2.16707 24.00402 0.3 -1.4 0.0 -0.013
Si -10.80905 -2.60758 22.18246 -1.6 0.1 0.5 0.329
C -10.95938 -4.54026 22.03633 1.7 0.6 -0.9 0.078
C -12.45654 -2.10031 21.26793 2.8 0.9 -0.5 0.000
H -12.86480 0.60317 22.44153 0.0 1.0 0.7 -0.009
H -12.15837 2.28799 22.24821 0.1 -0.8 -0.6 0.000
H -12.50331 1.91061 23.76580 -0.4 -0.9 1.0 0.008
H -8.25325 1.53440 24.01013 -0.4 -0.1 -0.4 -0.014
H -9.43355 0.93963 25.12919 0.1 0.7 0.2 0.000
H -9.65982 2.60121 24.30920 0.1 -1.2 0.1 0.001
H -11.28145 0.74919 25.85343 -0.2 -1.3 -0.2 0.004
H -11.77424 -1.00180 27.62590 -0.1 0.3 0.2 0.000
H -11.94154 -3.40271 27.06030 -0.2 0.2 0.5 0.000
H -11.61980 -4.15398 24.86587 0.4 0.7 -0.2 0.001
H -11.60795 -4.88166 22.80346 -0.8 -0.3 0.8 -0.001
H -9.92561 -4.92950 22.30041 -1.2 -0.1 -0.8 -0.003
H -11.39138 -4.86161 21.03637 1.0 0.3 1.1 -0.002
H -13.23386 -2.75372 21.52950 -1.2 -0.9 0.2 0.003
H -12.05460 -2.25215 20.24786 -0.9 0.1 0.0 0.001
H -12.69553 -1.04120 21.40802 -0.1 -0.4 -0.1 0.004
C -1.53734 -0.67434 21.78916 -0.6 -0.5 2.1 0.000
C -1.75372 -1.80574 20.86791 -0.6 -1.2 -1.6 0.000
C -1.52681 -1.69823 19.44738 0.7 -1.0 0.9 0.001
C -1.71355 -2.77720 18.62004 -0.6 -1.1 2.2 -0.001
C -2.21037 -4.00349 19.20826 0.2 0.8 0.3 0.000
C -2.36295 -5.20936 18.50574 -0.7 -1.6 -0.2 0.000
Br -1.54807 -5.55897 16.73309 -0.6 0.5 0.9 0.000
C -3.05308 -6.28151 19.07877 0.6 1.3 0.0 0.000
C -3.53400 -6.18712 20.39489 -0.3 -0.6 -0.6 0.000
Br -4.36718 -7.69420 21.21707 -0.1 -0.2 -0.3 0.000
C -3.46108 -5.07485 21.23139 2.5 1.0 -1.3 0.001
O -3.87773 -5.06755 22.40377 -0.6 0.6 0.3 0.000
C -2.58485 -3.96975 20.59919 -1.2 -0.3 -0.5 -0.001
N -2.28901 -2.89196 21.35276 -0.7 -0.4 0.6 0.000
H -2.37093 -0.61449 22.55447 0.8 -0.1 -1.0 0.000
H -1.52476 0.21979 21.23000 0.3 1.3 -0.4 0.000
H -0.64307 -0.80679 22.42011 0.0 0.2 -0.4 0.000
H -0.96052 -0.85456 19.14516 -0.1 1.0 -0.7 0.000
H -1.54689 -2.82928 17.57673 0.4 0.4 -0.9 0.000
H -3.24951 -7.16019 18.49513 0.1 -0.4 0.0 0.000
C 1.32329 -4.28828 21.83140 0.1 0.0 0.5 0.000
C 0.19864 -5.07012 22.45068 -0.4 -1.2 1.2 0.000
C 0.22179 -5.04155 24.01876 1.7 1.6 -2.0 0.000
C -1.10137 -5.28579 24.59916 -0.7 1.3 1.3 0.000
N -2.12440 -4.31987 24.19091 0.9 -0.5 0.3 0.000
C -2.35373 -3.14437 24.78587 -1.0 -0.4 0.5 0.000
S -1.30343 -2.44293 25.91112 0.1 0.2 0.0 0.000
N -3.60311 -2.64884 24.53907 0.7 0.4 0.6 0.000
C -4.15768 -1.38205 24.98594 -0.6 0.0 -0.7 0.000
C -5.70629 -1.47637 25.12359 -0.5 1.0 0.7 0.002
C -6.50604 -2.10080 23.95604 -0.5 1.0 1.3 0.018
C -6.90723 -3.53514 24.10818 0.2 -1.3 1.1 0.002
H 1.21797 -4.20238 20.77557 -0.1 -0.1 -1.0 0.000
H 2.26203 -4.79624 22.05126 0.3 0.2 0.0 0.000
H 1.36290 -3.26378 22.20676 0.0 -0.1 0.2 0.000
H 0.10425 -6.10500 22.03589 0.5 0.5 0.4 0.000
H -0.77094 -4.69200 22.24293 -0.6 0.9 -0.7 0.000
H 0.49589 -3.97545 24.28214 0.0 -1.2 0.0 0.000
H 0.98154 -5.72184 24.40175 0.1 0.0 0.2 0.000
H -0.98426 -5.29479 25.67901 -0.2 0.4 0.4 0.000
H -1.44347 -6.25269 24.39195 -0.8 -1.5 -0.8 0.000
H -2.72856 -4.61101 23.40241 -0.3 0.2 0.4 0.000
H -4.15477 -3.15808 23.88369 -0.2 -0.4 -0.6 0.000
H -3.85016 -0.60155 24.27310 -0.3 0.1 0.1 0.000
H -3.77934 -1.10012 25.95814 0.4 -0.1 0.1 0.000
H -6.13341 -0.42349 25.29833 0.8 -1.4 -0.1 0.000
H -5.88119 -2.04584 26.04591 -0.2 0.1 0.0 0.000
H -5.88167 -1.90040 23.15523 1.0 0.0 -2.3 -0.006
H -7.40105 -1.50330 23.78234 -0.1 0.1 0.0 -0.014
H -5.99096 -4.11545 24.48300 -1.5 0.3 -0.9 0.000
H -7.42456 -3.98310 23.22069 1.0 0.3 0.5 0.005
H -7.68214 -3.59643 24.90931 0.6 0.0 -0.3 -0.001
C -4.88537 0.22232 17.47258 0.9 0.1 2.9 0.000
C -5.53183 0.34350 18.93131 0.3 -0.6 -0.5 0.000
C -5.71941 1.79998 19.33096 1.5 0.1 -0.1 0.001
C -4.57195 -0.30758 19.92248 0.6 1.9 0.0 0.002
Si -7.23687 -0.43912 19.19837 -0.2 -1.1 -0.6 -0.030
O -7.63811 -0.55408 20.75077 0.3 0.1 -0.5 0.056
C -8.58604 0.55377 18.26649 -1.0 -1.1 2.8 -0.010
C -8.60587 0.95323 16.96123 2.2 -0.1 -0.3 -0.002
C -9.66354 1.56748 16.36667 -1.0 -0.1 -0.9 0.000
C -10.84356 1.71967 17.07967 -0.5 0.5 0.0 0.000
C -10.86199 1.35014 18.43309 0.4 -0.4 0.0 -0.014
C -9.77248 0.72622 19.06248 0.5 0.8 -1.2 -0.023
C -7.05273 -2.19289 18.37869 -0.7 1.1 0.2 -0.001
C -7.26704 -2.45886 17.00024 1.7 -2.0 1.1 -0.001
C -6.81600 -3.72033 16.52237 -0.9 0.0 -0.4 0.000
C -6.40427 -4.70112 17.46067 0.5 -1.1 -2.4 0.000
C -6.23431 -4.43301 18.79344 0.2 0.1 0.2 -0.008
C -6.54514 -3.16739 19.25166 0.2 0.2 -0.7 0.012
H -3.94709 0.80872 17.42138 -0.2 0.0 0.4 0.000
H -5.51102 0.66270 16.77128 -1.3 0.4 -1.6 0.000
H -4.58054 -0.79543 17.25092 -0.4 -0.2 -0.2 0.000
H -4.66792 2.28480 19.17466 -1.8 -0.3 1.0 0.000
H -6.23152 1.87584 20.33377 1.1 0.2 -0.8 -0.002
H -6.38083 2.22732 18.60847 -0.5 0.7 -0.5 -0.001
H -3.62305 0.25130 19.80520 -0.1 0.0 0.4 0.000
H -4.28634 -1.28922 19.69573 0.0 -1.7 -0.4 -0.001
H -4.91218 -0.23601 20.95467 0.0 0.0 0.0 -0.001
H -7.66398 0.82853 16.40127 -0.6 0.0 0.0 0.000
H -9.54118 1.79613 15.31050 -0.4 0.3 0.1 0.000
H -11.74931 2.16650 16.60186 0.9 -0.4 0.5 0.000
H -11.74298 1.54028 19.00664 -0.6 0.0 0.3 0.002
H -9.79015 0.45886 20.15267 -0.1 0.4 -1.4 0.056
H -7.61415 -1.71087 16.32186 -0.3 0.4 -0.3 0.000
H -6.84009 -3.96748 15.39837 0.0 0.3 1.9 0.000
H -6.09990 -5.71688 17.06437 -0.4 1.3 0.5 0.000
H -5.75221 -5.15199 19.44898 -0.3 0.0 0.0 0.000
H -6.25789 -2.92762 20.26254 -0.3 0.3 0.3 0.009


# 2
58
Properties=species:S:1:pos:R:3:forces:R:3:nbo_charge:R:1 method="wB97M-V/def2-TZVPD" molar_mass_g_mol=299.4 spin_multiplicity=1 total_charge=+1 e_homo_ev=-10.551
O 0.18822 -0.06532 -0.00171 4.6 1.3 5.6 -0.891
H -0.72148 -0.36779 0.04905 3.5 -0.5 0.5 0.462
H 0.22333 0.70426 -0.57452 1.3 -0.8 1.1 0.482
H 0.80280 -0.75775 -0.25553 0.8 1.5 1.3 0.486
C -1.42497 -2.60675 2.97738 -1.0 0.3 0.0 -0.649
C -0.97528 -1.46000 2.04375 1.2 0.2 5.4 0.104
C -0.05127 -0.46578 2.83857 -2.5 -1.3 0.5 -0.636
O -0.19047 -1.95878 1.03795 -1.0 -1.7 0.5 -0.779
H -2.18112 -3.23699 2.50929 0.2 -0.3 -0.3 0.205
H -1.93804 -2.25980 3.87432 0.1 0.5 0.0 0.223
H -0.62738 -3.23332 3.37658 0.4 0.1 -0.4 0.212
H -1.79458 -0.83235 1.69317 0.5 -2.1 1.5 0.154
H 0.93200 -0.91294 2.98460 -0.3 0.2 0.1 0.223
H -0.54747 -0.34453 3.80146 0.2 0.1 0.5 0.193
H -0.04132 0.52398 2.38209 -0.5 -3.3 0.4 0.216
H 0.41215 -2.62235 1.38165 -0.2 0.1 0.6 0.493
C -0.05979 1.98104 -3.48208 -0.1 0.2 -1.6 -0.636
C -0.53198 0.82196 -2.68362 0.0 -0.2 -0.7 0.088
C 0.20203 -0.46060 -2.85714 0.5 -1.6 -1.0 -0.629
O -0.46794 1.20181 -1.33156 -5.3 4.7 -6.1 -0.706
H -0.78772 2.77949 -3.33823 0.2 0.3 -0.2 0.214
H -0.07830 1.69231 -4.53298 -0.1 0.2 -0.2 0.236
H 0.95103 2.33780 -3.28446 -0.1 -0.2 0.2 0.223
H -1.58298 0.63876 -2.90705 -0.1 0.0 -0.2 0.185
H 0.05751 -0.93294 -3.82878 -0.4 0.5 -0.4 0.239
H -0.11649 -1.24619 -2.17195 -0.1 1.0 -0.7 0.220
H 1.28690 -0.42425 -2.75795 -0.3 0.5 -0.2 0.195
H -1.07234 1.93381 -1.18845 -0.3 0.0 -0.5 0.503
C 0.48284 -2.69121 -0.88966 0.7 -2.1 -2.5 -0.244
O 1.30535 -1.54614 -0.82595 4.7 -6.8 -2.3 -0.677
H 0.75694 -3.14056 -1.84416 -0.3 -0.4 -0.2 0.174
H 0.69364 -3.44598 -0.13205 -0.1 0.1 -0.3 0.192
H -0.56990 -2.41120 -0.92723 0.8 -0.7 0.1 0.196
H 2.06278 -1.69290 -1.39723 0.3 0.1 0.3 0.515
C 1.76968 2.21460 -0.71533 -0.1 1.5 0.1 -0.312
O 1.97657 0.81408 -0.89514 1.8 2.1 -2.6 -0.737
H 1.45815 2.44925 0.30251 0.6 -0.6 0.1 0.208
H 2.60351 2.89422 -0.89129 0.4 -0.5 -0.2 0.211
H 0.91204 2.54728 -1.30006 1.0 0.3 -0.2 0.173
H 2.48480 0.71424 -1.70342 0.3 0.2 -0.2 0.479
C -2.41774 -0.92484 -0.87050 -1.4 -0.9 0.7 -0.290
O -1.73254 -0.21235 0.16969 -13.1 1.1 -2.3 -0.673
H -1.70327 -1.37559 -1.55931 -0.6 1.0 -0.1 0.208
H -2.91341 -1.77644 -0.40448 -0.1 -0.2 0.1 0.204
H -3.22611 -0.30233 -1.25405 0.4 0.0 -0.7 0.205
H -2.43512 0.10749 0.74037 0.0 0.2 0.1 0.514
C 2.39173 0.33136 1.56993 -0.5 0.4 1.8 -0.287
O 1.73262 1.13311 2.55291 9.3 -3.3 3.3 -0.796
H 1.74745 -0.47611 1.22210 0.3 0.2 0.3 0.147
H 2.61903 0.93238 0.68947 1.1 -0.8 1.6 0.182
H 3.19299 -0.19681 2.08676 0.7 0.5 -0.3 0.177
H 0.91558 1.54279 2.25932 7.7 -3.9 0.2 0.409
C -0.83337 2.39109 1.02018 -0.8 1.7 0.4 -0.257
O 0.13614 1.98463 1.93416 -12.4 9.1 -4.1 -0.633
H -0.36103 2.36094 0.03829 -0.5 0.5 1.5 0.196
H -1.73459 1.78660 1.12245 0.1 0.3 -0.2 0.157
H -1.05850 3.41959 1.30237 -0.4 0.1 -0.5 0.205
H -0.12129 2.14203 2.84551 -0.8 0.9 0.5 0.524


# 3
10
Properties=species:S:1:pos:R:3:forces:R:3:mulliken_spin:R:1 method="wB97M-V/def2-TZVPD" molar_mass_g_mol=104.1 s_squared=2.0123 spin_multiplicity=3 e_homo_ev="-6.934 / -9.801"
C 0.15235 1.33504 0.26119 -0.8 -4.1 -1.3 0.847
C 0.78387 -1.31380 -0.37459 1.1 1.0 -1.2 0.033
C -0.30359 -0.44680 0.03577 3.0 4.0 0.4 0.494
O 0.63988 -2.50725 -0.60441 -0.2 -0.2 0.2 0.231
O -0.69323 2.26062 0.70652 0.9 1.7 1.8 0.109
S -1.87584 -0.93528 -0.11054 -1.5 1.1 0.6 0.253
H 1.19462 1.56020 0.28749 0.6 -0.4 0.0 0.022
H 1.79993 -0.83618 -0.73232 -1.6 -0.3 1.2 0.002
H -0.11819 2.94752 1.22317 -1.8 -1.7 -1.3 0.005
H -1.57979 -2.06407 -0.69227 0.3 -1.2 -0.4 0.004


# 4
23
Properties=species:S:1:pos:R:3:forces:R:3:nbo_charge:R:1 method="wB97M-V/def2-TZVPD" molar_mass_g_mol=147.2 spin_multiplicity=1 e_homo_ev=-8.451
C 0.87162 -0.01418 -0.17035 -3.6 1.2 1.8 0.266
C -1.10198 0.26061 0.08132 1.9 2.6 -1.4 0.043
C 1.38865 0.80832 -1.31300 -0.9 0.1 -0.3 -0.675
C 1.47395 0.29592 1.16966 0.5 -0.1 0.0 -0.661
C -1.28652 1.66662 0.63257 -0.1 -0.2 0.2 -0.659
N 0.80285 -1.37604 -0.46728 -0.5 -2.0 0.5 -0.695
C -0.13341 -2.05817 0.36108 2.3 -2.4 -0.9 0.923
O -0.89720 -2.84869 -0.45986 -0.2 0.6 0.7 -0.693
O -1.48161 0.19642 -1.29657 -0.1 -0.1 0.1 -0.765
O -0.06146 -2.19046 1.56301 -0.8 0.6 -1.0 -0.611
H -1.44072 -3.41292 0.10727 0.1 0.0 0.1 0.494
H -2.41054 0.44114 -1.38958 0.1 0.0 0.0 0.467
H 0.65343 -1.57738 -1.44706 -0.3 0.1 0.1 0.400
H -1.78416 -0.37648 0.65762 1.0 -0.7 0.1 0.173
H 2.17054 0.27580 -1.85467 0.2 0.0 0.1 0.225
H 1.48484 1.36993 1.34084 -0.1 0.0 0.1 0.210
H 0.55427 0.96360 -2.00295 0.1 0.0 -0.1 0.252
H 1.74025 1.78590 -0.99293 0.1 -0.1 0.1 0.222
H 2.51192 -0.05150 1.14933 0.1 0.0 0.1 0.216
H 0.96292 -0.23122 1.97241 0.1 0.2 0.0 0.249
H -0.69441 2.39402 0.08601 0.1 0.1 -0.2 0.206
H -2.33763 1.97616 0.59022 0.0 0.0 0.0 0.196
H -0.98561 1.70261 1.68289 0.0 0.0 0.0 0.217


no.,maximum force (eV/A),electronic energy (Eh)
1,3.16,-10121.37381
2,15.94,-1043.40392
3,5.04,-665.19139
4,4.18,-516.84819